A cluster of 7 separate species, C48H65F13N2O21 in total at a distorted geometry, computed with ωB97M-V/def2-TZVPD.

Output
Calculated total energy ... -132128.0098 eV
HOMO energy ... -9.61 eV
Frontier orbital gap ... 9.538 eV

Each line ends with the Mulliken charge.
CARTESIAN COORDINATES (ANGSTROEM)
1 H -3.7395 2.7778 -5.0162  0.340
2 F -2.8457 -6.2374 6.5423  -0.236
3 C 2.6219 -2.8451 4.9610  0.363
4 H 0.9879 -8.3363 -1.0188  0.282
5 C 2.4914 3.8925 -3.2677  -0.003
6 H 2.6558 5.9792 -2.7511  0.229
7 H 5.3050 0.0979 -7.2011  0.389
8 H 0.9578 5.5581 1.2199  0.374
9 C 5.2472 2.2571 -7.0487  0.595
10 H 4.6400 0.7068 -5.6658  0.390
11 H 1.8433 3.2253 -3.8451  0.152
12 O 5.2416 5.3196 -5.5785  -0.562
13 O 1.3623 3.6173 -0.0835  -0.493
14 C -4.0423 -6.8758 3.6365  0.386
15 H -7.1984 8.3271 6.1717  0.349
16 C -4.4607 -4.2036 3.3275  0.504
17 H 2.6002 -5.1811 0.4198  0.007
18 C 0.8141 -6.1113 -0.7174  -0.018
19 H 0.2256 6.2813 3.8808  0.310
20 C -1.1163 1.6823 -6.3356  0.579
21 F -1.6874 -7.8080 3.3076  -0.248
22 O 2.6645 -7.7259 0.0825  -0.361
23 H 3.2219 -6.8774 2.0161  0.143
24 C 1.2475 -7.5730 -0.1847  -0.224
25 O 1.0895 5.0039 -1.8599  -0.326
26 H -0.5505 -3.8459 7.3442  0.148
27 F -0.8355 -7.0934 5.8806  -0.260
28 H -0.5752 5.2043 0.4060  0.278
29 H 0.6331 -5.2923 7.7075  0.190
30 C 1.8895 5.2417 -3.0145  0.509
31 C 2.4610 -1.2577 4.6270  -0.473
32 H -2.1367 -2.9163 3.8331  0.209
33 F -1.5378 -5.1723 4.8629  -0.117
34 C 2.9388 -7.8776 1.5006  -0.448
35 H -5.2374 7.5429 7.3766  0.228
36 F -5.0221 -1.8801 2.8179  -0.350
37 C -5.3981 5.4571 6.8593  -0.393
38 H 3.4628 3.9600 -3.7617  -0.035
39 C -1.5538 -1.9272 1.7954  -0.490
40 O 6.7550 3.8325 -6.3922  -0.327
41 O -1.0207 1.0632 -5.1261  -0.306
42 O 3.3906 1.4305 -10.8079  -0.353
43 C 3.9021 0.2037 -11.1168  0.634
44 C 1.9563 -4.9705 -0.5034  -0.559
45 H -4.4243 5.5251 6.3697  0.204
46 O -2.2925 2.3619 -6.4486  -0.331
47 H 1.5781 1.4891 -11.7610  0.245
48 C -2.5679 0.5236 -3.3439  -1.219
49 C 0.4567 -0.6332 0.0376  -1.002
50 F -5.9093 -4.2334 3.2011  -0.320
51 O 3.6841 -3.4930 4.6778  -0.588
52 H 3.5925 -1.8056 2.7724  0.359
53 H 0.2043 -3.6717 -0.0258  -0.460
54 H 3.8035 -0.0576 3.3031  0.393
55 H 1.4059 -0.8706 4.8596  0.306
56 F -2.6078 -5.3269 2.1806  -0.130
57 H 2.6437 -3.7561 7.4500  0.298
58 H -0.7418 7.4875 1.2249  0.274
59 H 1.1742 0.4375 2.6330  0.404
60 C 0.4308 -4.1579 7.8528  -0.793
61 C 1.6669 3.9628 -1.1928  0.649
62 C -2.3240 7.2374 3.4385  0.619
63 H 1.8813 -0.3582 -9.3238  0.244
64 C -3.9160 -5.5763 2.6936  0.544
65 H 1.8904 2.1768 -8.7935  0.127
66 C -3.1030 1.9563 -5.3517  -0.479
67 H 1.2551 -3.0028 -1.4928  0.527
68 C -6.2298 5.5260 8.9309  0.628
69 H -3.7360 1.1236 -5.6738  0.293
70 H 5.1032 2.4956 -8.1084  0.210
71 H 3.1606 -0.7350 5.3962  0.458
72 C 6.6780 2.4343 -6.6366  -0.558
73 C -6.0021 6.8048 7.1102  0.542
74 O 2.9437 -0.7628 -11.0333  -0.347
75 H -1.8703 -0.8648 1.4463  0.531
76 F -2.9963 -8.6086 5.0050  -0.301
77 F -4.0971 -3.0782 1.0865  -0.295
78 H 0.6909 6.7659 -3.9466  0.389
79 H -3.4839 0.8437 -2.8414  0.391
80 O -5.2649 4.9296 8.1727  -0.331
81 H 7.3751 2.1405 -7.4240  0.338
82 C -2.0081 -6.4089 5.3801  0.620
83 C 5.5027 4.2386 -6.0403  0.632
84 F -4.7514 -5.8402 1.5373  -0.321
85 C 1.6213 -3.3951 7.0546  -0.406
86 H 0.8884 -0.5913 -10.7829  0.335
87 C 1.9747 1.2810 -10.7608  0.499
88 O -0.2736 1.6328 -7.1896  -0.528
89 C 1.8185 -0.1665 -10.3996  -0.377
90 F -4.1973 -4.0321 4.7191  -0.234
91 C -0.1156 5.4327 1.3702  -1.293
92 C 3.0117 -0.8968 3.1539  -0.736
93 H 3.6740 0.7913 -7.1266  0.174
94 C -2.0813 1.5702 -4.3230  0.765
95 O 2.6283 3.3652 -1.9523  -0.354
96 H -1.7073 2.4465 -3.7814  0.122
97 H 6.9371 1.9039 -5.7148  0.309
98 O 1.5397 -3.5740 5.6051  -0.102
99 C 1.3633 2.2269 -9.7504  -1.217
100 H 0.5733 -7.8503 0.7083  0.026
101 O -2.0857 6.4374 2.3603  -0.332
102 H -0.1882 -5.8456 -0.2146  -0.153
103 C -6.8414 7.3159 5.9583  -1.363
104 O -3.4089 7.4291 3.9152  -0.568
105 H 1.6165 5.7793 -5.0937  0.369
106 H 2.5040 0.3417 1.3667  0.444
107 H -1.6369 -2.6894 0.9215  0.183
108 H 0.1557 5.1352 -4.3052  0.254
109 H -1.8029 0.3372 -2.5854  0.072
110 C 1.0463 5.7545 -4.1622  -1.383
111 C -0.0332 -2.0126 2.3153  0.913
112 H -2.7514 -0.4323 -3.8433  0.362
113 H 0.3070 2.0052 -9.5860  0.369
114 C -2.6634 -7.3913 4.2894  0.520
115 H 0.0008 -1.4412 3.3227  0.134
116 O 5.0453 0.0015 -11.4185  -0.554
117 H 2.6291 -5.0110 -1.4303  0.402
118 F -4.4908 -7.9524 2.7718  -0.299
119 C 4.6948 0.8808 -6.7445  -1.365
120 C -0.1017 7.1142 3.2505  -0.447
121 H 0.5970 -6.1185 -1.8605  0.338
122 C -0.7384 6.6785 1.9641  0.483
123 C 1.2717 -3.4809 -0.4495  0.348
124 H 2.8363 -1.9693 0.0516  0.447
125 H 2.1167 -8.4137 2.0920  0.255
126 C 1.0801 -1.4278 1.3120  2.062
127 C 0.2529 -3.5669 2.7049  -0.574
128 H 0.4104 -3.9004 8.9775  0.368
129 H -0.2865 4.5624 2.0102  0.298
130 H 2.6284 -3.1716 1.4289  0.402
131 O -6.5339 5.1790 10.0376  -0.538
132 C -2.6020 -2.2762 3.0061  -0.807
133 C -3.9991 -2.8698 2.4955  0.736
134 O -1.1683 7.7879 3.9068  -0.328
135 H -6.2674 7.3404 5.0289  0.329
136 O 4.5831 3.2551 -6.2777  -0.205
137 C 1.9168 -0.3023 2.1381  -1.032
138 O -6.8061 6.5671 8.2618  -0.343
139 N -0.0093 -0.1110 -0.9574  -0.668
140 H 0.7408 7.7898 3.0880  0.327
141 C 2.0398 -2.5707 0.6534  -1.395
142 H -7.7309 6.6961 5.8118  0.367
143 H 1.4501 3.2596 -10.1000  0.415
144 F -5.0326 -6.7760 4.6604  -0.244
145 H 3.8915 -8.5397 1.5832  0.223
146 H 1.4787 -2.2540 7.2413  0.290
147 N 0.6570 -4.6854 2.8972  -0.600
148 H -2.8272 -1.2453 3.4951  0.422
149 H -6.0433 4.7897 6.2792  0.323